# 1
Density functional theory data (the ωB97M-V functional and the def2-TZVPD basis) for a structure of composition C28H26KNO2P in a non-equilibrium geometry.

Geometry as XYZ:
```
59
C28H26KNO2P, DFT the ωB97M-V functional and the def2-TZVPD basis
K 0.94 -2.74 -0.50
P -1.36 -0.41 -0.30
O -1.57 -4.45 -1.53
O -0.78 -2.43 -2.10
N 2.37 1.20 0.91
C -4.19 -0.70 -0.32
C -1.53 1.50 -3.94
C -5.38 -1.38 -0.51
C 5.25 -0.36 0.50
C -4.16 -3.24 -1.39
C 0.36 2.35 -2.74
C -2.51 1.14 3.30
C 4.50 -2.95 0.99
C -1.93 0.80 0.97
C -2.12 2.17 0.76
C 6.22 -1.26 0.94
C 3.34 2.13 1.44
C 0.06 1.52 -1.67
C 3.48 -2.08 0.55
C -2.13 0.31 2.26
C -2.97 -1.27 -0.68
C 3.93 -0.76 0.33
C -2.69 2.50 3.08
C -1.67 -3.22 -1.69
C -0.44 2.34 -3.88
C -5.37 -2.66 -1.04
C 2.93 0.30 -0.12
C -2.49 3.01 1.80
C -1.06 0.68 -1.72
C -1.84 0.67 -2.87
C 5.83 -2.57 1.19
C -2.96 -2.55 -1.24
C 1.73 0.47 2.00
H -2.65 0.73 4.29
H 7.25 -0.95 1.07
H 2.44 -0.12 2.58
H -4.12 -4.24 -1.79
H -6.30 -3.20 -1.18
H -2.69 -0.01 -2.93
H 1.23 2.99 -2.68
H 4.13 1.66 2.03
H 5.55 0.67 0.28
H 4.27 -3.99 1.19
H 1.23 1.18 2.66
H 3.36 0.94 -0.90
H -6.32 -0.91 -0.23
H 2.83 2.86 2.08
H -2.15 1.47 -4.83
H -2.98 3.16 3.89
H 0.70 1.53 -0.79
H -1.99 2.59 -0.23
H 6.56 -3.29 1.54
H -2.63 4.07 1.61
H -4.21 0.29 0.13
H -0.20 2.99 -4.71
H 2.07 -0.21 -0.57
H 3.82 2.68 0.62
H 0.98 -0.21 1.60
H -1.97 -0.74 2.47
```

Molecular weight: 478.6 g/mol
Electronic energy: -2229.16091 hartree
LUMO energy: 2.556 eV
Net charge: -1

---

# 2
Density functional theory data (the ωB97M-V functional and the def2-TZVPD basis) for a structure of composition C28H26N8OPRuS.

Geometry as XYZ:
```
66
C28H26N8OPRuS, DFT the ωB97M-V functional and the def2-TZVPD basis
Ru 1.37 0.52 1.12
S 3.75 0.18 1.93
P -0.59 1.11 -0.63
O 0.32 -1.31 0.47
N 2.03 -0.34 4.00
N 0.12 2.96 4.26
N 3.94 0.74 -4.82
N 1.22 -0.78 2.96
N 2.66 0.79 -0.87
N -2.18 2.54 5.12
N 4.03 0.56 4.55
N 1.22 2.37 2.17
C -1.37 0.99 -3.33
C 0.67 2.64 3.19
C 3.77 -0.32 -2.67
C -1.51 -3.20 3.00
C -1.11 2.72 4.69
C 3.31 -0.27 -1.37
C 3.54 0.77 -3.52
C 3.17 0.11 3.59
C -0.59 -2.29 2.44
C -2.09 0.57 0.25
C 2.46 1.84 -1.67
C -0.52 -2.13 1.04
C -2.36 -3.94 2.22
C -3.18 -0.02 -0.39
C -4.35 -0.18 1.71
C -1.32 0.49 -4.63
C -2.16 0.79 1.63
C 0.08 -0.78 -2.59
C -3.28 0.43 2.36
C 2.88 1.88 -2.98
C -1.40 -2.90 0.25
C -1.06 2.86 -0.95
C -4.30 -0.39 0.34
C 0.12 -1.28 -3.89
C -0.57 -0.65 -4.91
C -2.30 -3.78 0.82
C 0.29 -1.59 3.33
C -0.67 0.37 -2.30
H 3.86 1.57 -5.39
H -0.42 3.31 -1.71
H 0.71 -2.17 -4.10
H -5.23 -0.47 2.28
H -0.94 3.41 -0.01
H -5.13 -0.87 -0.16
H 4.84 1.08 4.27
H -3.05 -4.64 2.66
H -1.35 -2.77 -0.83
H -3.32 0.62 3.43
H -1.88 0.98 -5.41
H -1.53 -3.31 4.08
H 3.47 -1.10 -0.69
H 1.96 2.69 -1.23
H -0.53 -1.03 -5.92
H 0.22 -1.78 4.40
H -1.33 1.27 2.14
H -2.96 -4.35 0.19
H 4.48 -0.02 -5.17
H 2.70 2.76 -3.59
H 0.60 -1.29 -1.79
H -2.10 2.92 -1.25
H 4.29 -1.20 -3.03
H -1.96 1.88 -3.14
H 3.69 0.63 5.49
H -3.14 -0.20 -1.46
```

Molecular weight: 654.7 g/mol
Electronic energy: -2430.26231 hartree
LUMO energy (alpha / beta): 0.283 / -1.203 eV
2S+1: 6
⟨S²⟩: 8.77

---

# 3
Density functional theory data (the ωB97M-V functional and the def2-TZVPD basis) for a structure of composition C28H27BF5GeN4O2PtS3Sb in a non-equilibrium geometry.

Geometry as XYZ:
```
73
C28H27BF5GeN4O2PtS3Sb, DFT the ωB97M-V functional and the def2-TZVPD basis
Pt -0.72 0.45 0.47
Sb 2.64 1.93 1.05
Ge -1.52 -0.41 3.60
S 1.10 -0.39 -0.93
S 2.88 2.80 3.17
S 0.29 2.52 1.05
F -2.02 -3.61 -3.18
F -5.22 -3.74 -0.16
F -6.24 -0.23 -3.31
F -1.60 -1.05 -2.89
F -6.66 -2.81 -3.58
O 1.65 -3.08 -1.45
O 1.56 -2.61 0.78
N -5.29 2.81 -3.14
N -1.64 1.41 -1.26
N -6.85 -5.92 -3.86
N -2.79 -6.56 -3.09
C -3.49 -0.60 0.35
C -4.59 1.91 -2.94
C -3.91 -0.52 -3.03
C -2.53 1.18 -1.95
C 0.45 -5.12 -1.11
C -0.13 -0.46 2.20
C -2.86 -1.47 -3.03
C -4.37 -3.35 -3.35
C -2.16 -1.01 0.34
C -2.49 -2.12 3.72
C 1.74 -4.37 -0.80
C 2.92 -5.12 -1.41
C -5.88 -5.34 -3.65
C -3.08 -2.80 -3.19
C -5.41 -2.39 -3.42
C -0.59 -0.06 5.31
C -3.67 0.85 -2.70
C -3.57 -5.72 -3.24
C 1.92 -4.01 0.72
C -4.60 -4.74 -3.41
C 3.36 -4.11 1.22
C -2.77 1.08 3.27
C -1.89 -2.36 0.15
C -5.19 -1.06 -3.28
C 1.01 -4.77 1.67
C -4.53 -1.52 0.18
C -2.91 -3.29 -0.03
C -4.22 -2.85 0.00
B 1.44 -2.12 -0.49
H -0.42 -4.57 -0.75
H -1.29 -0.09 6.14
H -0.04 -4.61 1.42
H 2.70 -5.31 -2.46
H 3.40 -3.67 2.22
H 0.73 0.10 2.58
H 0.20 -0.79 5.49
H -3.75 0.71 2.96
H -2.70 -4.34 -0.20
H -0.13 0.93 5.27
H -2.55 -2.60 2.75
H -2.90 1.70 4.15
H -1.99 -2.80 4.41
H 3.69 -5.14 1.27
H -3.51 -1.95 4.08
H 1.22 -5.84 1.65
H 0.35 -5.19 -2.20
H 0.45 -6.12 -0.68
H -3.75 0.45 0.47
H -2.37 1.70 2.46
H 1.17 -4.40 2.69
H -0.87 -2.71 0.13
H 4.03 -3.53 0.58
H -5.56 -1.19 0.18
H 0.20 -1.48 2.01
H 3.06 -6.07 -0.89
H 3.83 -4.54 -1.36
```

Molecular weight: 1043.0 g/mol
Electronic energy: -5608.03275 hartree
LUMO energy (alpha / beta): -0.300 / -0.382 eV
2S+1: 2
Net charge: -1
⟨S²⟩: 0.79

---

# 4
Density functional theory data (the ωB97M-V functional and the def2-TZVPD basis) for a structure of composition C28H27Br2N5O5SSn in a non-equilibrium geometry.

Geometry as XYZ:
```
69
C28H27Br2N5O5SSn, DFT the ωB97M-V functional and the def2-TZVPD basis
Sn -22.94 -0.62 -2.32
Br -24.57 -0.83 1.11
Br -21.76 0.21 2.19
S -24.44 1.85 -1.92
O -23.19 -3.62 -0.10
O -24.18 -2.27 -2.50
O -20.02 -1.18 -2.36
O -25.17 -0.84 -3.86
O -22.76 4.26 1.53
N -22.03 -1.23 -4.59
N -22.93 3.83 -1.02
N -21.79 -2.03 -1.10
N -23.98 2.56 0.59
N -23.56 -3.21 -8.66
C -22.26 3.98 -2.29
C -20.95 -1.33 -7.12
C -23.53 3.29 4.09
C -23.07 6.28 -2.77
C -20.52 -0.40 -6.21
C -18.48 -3.58 -1.08
C -24.09 2.93 5.33
C -24.24 2.97 2.94
C -25.28 2.20 5.42
C -20.49 -2.04 -1.61
C -25.99 1.91 4.23
C -20.45 -5.22 0.17
C -22.55 -2.10 -5.51
C -22.84 -2.73 -7.86
C -18.11 -4.71 -0.37
C -19.09 -5.55 0.17
C -21.20 -0.31 -4.97
C -22.06 -2.14 -6.85
C -21.83 5.43 -2.49
C -23.59 3.37 1.67
C -22.08 -3.27 -0.53
C -25.51 2.31 3.03
C -20.78 -4.04 -0.48
C -23.72 2.77 -0.73
C -19.81 -3.25 -1.11
C -26.38 -2.83 -3.13
C -23.22 -1.13 2.41
C -25.18 -1.89 -3.20
H -22.48 4.32 -0.24
H -26.15 2.17 2.18
H -19.64 0.23 -6.43
H -17.69 -3.00 -1.62
H -22.91 3.68 -3.14
H -21.32 5.78 -1.59
H -25.56 1.79 6.39
H -17.04 -4.96 -0.34
H -26.34 -3.60 -3.89
H -21.17 -5.83 0.66
H -23.32 -2.82 -5.17
H -26.83 1.24 4.19
H -23.60 -0.96 3.39
H -26.28 -3.22 -2.08
H -22.59 3.82 4.03
H -22.82 7.28 -3.19
H -21.40 3.31 -2.32
H -27.28 -2.26 -3.25
H -21.09 5.56 -3.29
H -24.62 1.79 0.80
H -18.84 -6.54 0.51
H -23.75 5.86 -3.55
H -23.74 6.32 -1.92
H -22.74 -2.06 2.16
H -20.39 -1.34 -8.04
H -21.02 0.50 -4.26
H -23.52 3.03 6.28
```

Molecular weight: 824.1 g/mol
Electronic energy: -7493.11561 hartree
LUMO energy: -10.148 eV
Net charge: +2

---

# 5
Density functional theory data (the ωB97M-V functional and the def2-TZVPD basis) for a cluster of 2 separate species, C28H27Cl2N3O7P3 in total in a non-equilibrium geometry.

Geometry as XYZ:
```
70
C28H27Cl2N3O7P3, DFT the ωB97M-V functional and the def2-TZVPD basis
Cl -2.87 3.48 -2.38
Cl -0.83 1.11 -6.74
P -2.01 1.52 -5.11
P 1.11 5.12 -4.54
P -0.18 5.24 -6.32
O 1.95 -5.06 8.24
O -3.02 0.25 -5.12
O -0.23 -1.36 -3.22
O -1.10 4.11 -6.45
O -0.90 6.65 -6.25
O 0.85 5.39 -7.51
O -0.09 -2.86 3.79
N 0.18 2.24 -3.91
N -1.28 2.80 -2.29
N -0.04 4.53 -3.33
C 2.31 -4.42 6.00
C -2.30 7.29 -3.37
C -2.60 -3.35 7.09
C -1.80 -3.16 5.98
C -2.08 -3.95 8.23
C 0.02 -0.83 0.52
C -0.76 -4.35 8.27
C -0.75 -0.34 -0.52
C 4.41 -4.73 4.88
C 0.05 -4.16 7.16
C 1.19 -0.19 0.88
C -0.37 3.26 -3.20
C 1.77 -3.87 4.83
C -1.26 1.28 -2.34
C 3.88 -4.20 3.72
C 2.56 -3.77 3.69
C -0.38 0.80 -1.21
C -0.72 1.05 -3.77
C -1.52 6.47 -2.97
C 3.63 -4.84 6.02
C 0.78 1.45 -0.83
C -0.47 -3.57 6.00
C 0.13 -0.23 -3.97
C 1.56 0.96 0.20
C 0.36 -3.39 4.79
C 1.48 -4.59 7.22
C -0.54 5.56 -2.39
C -1.50 -1.90 -3.48
H -2.32 -1.21 -3.26
H 4.04 -5.26 6.93
H -1.60 -2.23 -4.52
H -1.84 6.48 -6.09
H 1.79 -0.58 1.68
H -0.29 -1.73 1.03
H -0.96 5.07 -1.51
H 1.17 2.07 -3.78
H -2.28 0.95 -2.18
H -2.73 -0.48 -5.68
H 2.13 -3.35 2.79
H 5.44 -5.06 4.90
H -2.72 -4.10 9.10
H -2.20 -2.70 5.08
H 1.12 2.35 -1.32
H 2.47 1.47 0.48
H -3.64 -3.03 7.07
H 1.64 5.91 -7.31
H 1.74 3.90 -4.84
H -1.65 -0.88 -0.78
H -1.61 -2.77 -2.84
H 0.33 6.13 -2.07
H -2.92 8.06 -3.76
H 1.15 0.00 -3.65
H 0.19 -0.50 -5.03
H -0.35 -4.81 9.16
H 4.49 -4.12 2.82
```

Molecular weight: 681.4 g/mol
Electronic energy: -3718.38870 hartree
LUMO energy: -3.747 eV
Net charge: +1

---

# 6
Density functional theory data (the ωB97M-V functional and the def2-TZVPD basis) for a structure of composition C28H27F5N5O9SSeSiTb in a non-equilibrium geometry.

Geometry as XYZ:
```
78
C28H27F5N5O9SSeSiTb, DFT the ωB97M-V functional and the def2-TZVPD basis
Tb 0.09 -0.39 0.28
Se 4.30 2.68 1.55
S 0.97 2.04 -1.67
Si -1.53 -1.98 2.12
F 4.08 -3.73 2.53
F 4.03 -4.32 -2.15
F 5.05 -4.96 0.30
F 2.10 -2.49 -2.38
F 2.13 -1.91 2.32
O -4.25 0.94 -4.77
O -1.01 -2.12 -1.08
O -5.64 5.32 -0.74
O -1.66 0.63 -1.71
O 1.18 0.52 -1.69
O -0.95 1.56 0.72
O -2.16 0.62 -4.41
O -2.66 2.50 1.81
O -6.03 4.93 -2.82
N 1.96 0.89 1.17
N -2.59 -2.39 -2.68
N -0.51 -1.58 -3.26
N -5.45 4.69 -1.77
N -3.25 1.08 -4.09
C -2.10 2.12 0.79
C 1.60 2.95 -4.17
C -1.41 -3.84 1.66
C -2.80 2.37 -0.54
C 3.58 -3.41 1.32
C 2.57 -2.47 1.16
C -3.74 3.35 -0.57
C 2.54 -2.76 -1.11
C -2.78 -2.97 6.01
C -3.54 -2.99 -1.77
C 2.01 -2.11 -0.03
C -1.76 -2.50 6.82
C -2.51 1.54 -1.71
C -3.35 1.85 -2.86
C 0.41 2.44 -3.35
C -3.34 -1.52 1.65
C 4.07 -4.04 0.19
C -1.35 -2.01 -2.28
C -4.31 2.84 -2.86
C 2.62 2.68 -1.99
C -2.71 -2.80 4.63
C -0.67 -1.85 6.24
C -1.63 -2.15 4.02
C 2.87 1.59 1.35
C -0.62 -1.68 4.86
C 3.55 -3.71 -1.04
C 2.87 2.44 -3.47
C -4.48 3.61 -1.74
H 2.60 3.74 -1.73
H 0.13 -1.47 6.87
H -3.57 -4.08 -1.87
H -1.80 -2.63 7.90
H -4.90 3.02 -3.75
H -0.01 1.51 -3.72
H -0.65 -4.33 2.28
H -3.63 -3.48 6.45
H -0.41 3.16 -3.27
H 3.29 2.17 -1.30
H -2.37 -4.34 1.84
H -3.52 -3.17 4.01
H -4.00 -2.40 1.67
H 3.77 2.94 -3.82
H -3.92 3.91 0.33
H -0.97 -1.05 -3.99
H 0.23 -1.16 4.43
H 1.54 2.63 -5.20
H -2.80 -2.32 -3.66
H -3.25 -2.75 -0.75
H 0.32 -1.13 -2.91
H 2.98 1.37 -3.64
H -3.40 -1.07 0.66
H -4.54 -2.59 -1.95
H -1.13 -3.99 0.61
H 1.61 4.05 -4.16
H -3.73 -0.78 2.35
```

Molecular weight: 970.6 g/mol
Electronic energy: -6446.85590 hartree
LUMO energy (alpha / beta): 3.366 / 1.173 eV
2S+1: 7
Net charge: -2
⟨S²⟩: 12.78

---

# 7
Density functional theory data (the ωB97M-V functional and the def2-TZVPD basis) for a structure of composition C28H27FMoN4S2Si.

Geometry as XYZ:
```
64
C28H27FMoN4S2Si, DFT the ωB97M-V functional and the def2-TZVPD basis
Mo -1.01 1.41 0.00
S 4.62 -3.03 2.13
S 0.30 -2.77 -0.13
Si -3.40 3.19 0.23
F -3.35 -0.81 0.00
N 0.81 1.65 1.36
N 0.08 -0.17 -0.35
N 6.07 -5.29 -1.55
N -2.74 1.75 -0.66
C 5.17 -3.90 0.69
C 4.28 -4.62 -0.10
C 1.21 2.93 1.50
C 3.11 2.31 2.77
C 1.05 -1.09 0.17
C 2.24 -1.77 2.20
C -5.49 -0.50 -2.90
C 3.44 -1.52 0.10
C -4.28 1.56 -2.57
C 2.38 -1.02 -0.53
C 3.31 -2.08 1.45
C 2.73 0.99 2.60
C -3.66 1.01 -1.45
C 1.21 -0.81 1.66
C -3.96 -0.29 -1.09
C 6.91 -4.62 -0.76
C 1.59 0.67 1.88
C -3.47 4.69 -0.84
C 4.78 -5.28 -1.21
C 2.34 3.31 2.18
C -0.57 -2.50 -1.59
C -4.87 -1.05 -1.78
C -5.19 0.80 -3.29
C -2.09 3.42 1.60
C -5.00 2.66 0.97
C -0.97 -1.31 -2.14
C -0.74 -0.19 -1.32
C 6.52 -3.91 0.36
H -1.29 2.71 1.87
H -5.10 -2.06 -1.45
H 3.99 2.56 3.33
H -5.39 3.44 1.63
H 2.61 4.36 2.25
H 4.12 -5.85 -1.86
H 2.13 -2.16 3.21
H 2.42 -0.64 -1.55
H 7.24 -3.37 0.95
H 3.23 -4.67 0.15
H 4.41 -1.55 -0.39
H -3.66 5.57 -0.22
H -2.70 3.40 2.51
H -0.89 -3.43 -2.03
H -5.75 2.50 0.19
H -2.53 4.86 -1.38
H -4.04 2.57 -2.87
H 0.24 -0.99 2.14
H -1.59 -1.28 -3.01
H -4.90 1.74 1.55
H -5.66 1.23 -4.17
H 7.95 -4.65 -1.05
H -4.28 4.63 -1.57
H 0.59 3.69 1.03
H 3.32 0.20 3.03
H -1.63 4.41 1.55
H -6.20 -1.08 -3.46
```

Molecular weight: 626.7 g/mol
Electronic energy: -2555.55044 hartree
LUMO energy (alpha / beta): -7.608 / -7.728 eV
2S+1: 3
Net charge: +2
⟨S²⟩: 2.06

---

> What is the formula in the fourth record?

C28H27Br2N5O5SSn

---

> Which value of electronic energy does entry 2 give?

-2430.26231 hartree

---

Repeat the seventh record exactly.
Density functional theory data (the ωB97M-V functional and the def2-TZVPD basis) for a structure of composition C28H27FMoN4S2Si.

Geometry as XYZ:
```
64
C28H27FMoN4S2Si, DFT the ωB97M-V functional and the def2-TZVPD basis
Mo -1.01 1.41 0.00
S 4.62 -3.03 2.13
S 0.30 -2.77 -0.13
Si -3.40 3.19 0.23
F -3.35 -0.81 0.00
N 0.81 1.65 1.36
N 0.08 -0.17 -0.35
N 6.07 -5.29 -1.55
N -2.74 1.75 -0.66
C 5.17 -3.90 0.69
C 4.28 -4.62 -0.10
C 1.21 2.93 1.50
C 3.11 2.31 2.77
C 1.05 -1.09 0.17
C 2.24 -1.77 2.20
C -5.49 -0.50 -2.90
C 3.44 -1.52 0.10
C -4.28 1.56 -2.57
C 2.38 -1.02 -0.53
C 3.31 -2.08 1.45
C 2.73 0.99 2.60
C -3.66 1.01 -1.45
C 1.21 -0.81 1.66
C -3.96 -0.29 -1.09
C 6.91 -4.62 -0.76
C 1.59 0.67 1.88
C -3.47 4.69 -0.84
C 4.78 -5.28 -1.21
C 2.34 3.31 2.18
C -0.57 -2.50 -1.59
C -4.87 -1.05 -1.78
C -5.19 0.80 -3.29
C -2.09 3.42 1.60
C -5.00 2.66 0.97
C -0.97 -1.31 -2.14
C -0.74 -0.19 -1.32
C 6.52 -3.91 0.36
H -1.29 2.71 1.87
H -5.10 -2.06 -1.45
H 3.99 2.56 3.33
H -5.39 3.44 1.63
H 2.61 4.36 2.25
H 4.12 -5.85 -1.86
H 2.13 -2.16 3.21
H 2.42 -0.64 -1.55
H 7.24 -3.37 0.95
H 3.23 -4.67 0.15
H 4.41 -1.55 -0.39
H -3.66 5.57 -0.22
H -2.70 3.40 2.51
H -0.89 -3.43 -2.03
H -5.75 2.50 0.19
H -2.53 4.86 -1.38
H -4.04 2.57 -2.87
H 0.24 -0.99 2.14
H -1.59 -1.28 -3.01
H -4.90 1.74 1.55
H -5.66 1.23 -4.17
H 7.95 -4.65 -1.05
H -4.28 4.63 -1.57
H 0.59 3.69 1.03
H 3.32 0.20 3.03
H -1.63 4.41 1.55
H -6.20 -1.08 -3.46
```

Molecular weight: 626.7 g/mol
Electronic energy: -2555.55044 hartree
LUMO energy (alpha / beta): -7.608 / -7.728 eV
2S+1: 3
Net charge: +2
⟨S²⟩: 2.06

---

> Which value of electronic energy does entry 1 give?

-2229.16091 hartree